# 1
The following is a DFT calculation (ωB97M-V/def2-TZVPD) of the molecule C4H9N5O at a distorted geometry.

ΔE to the lowest compared entry with this formula, charge and spin: 0.0 kcal/mol
LUMO (alpha / beta): 0.039 / -0.057 Ha
E_HOMO (alpha / beta): -3.52 / -9.13 eV
2S+1: 3
HOMO-LUMO gap (alpha / beta): 0.168 / 0.279 Ha
E_tot: -13787.1104 eV
M: 143.2 g/mol

Cartesian coordinates (Å):
C -1.9696 -0.1671 0.2214
C -0.5053 1.2973 -0.4299
C 1.7469 -1.7679 0.4717
C 1.5183 -0.4282 -0.3270
N -0.8042 -0.7882 0.2003
N 0.0969 0.0785 -0.1198
N -1.8407 1.1852 -0.1005
N -3.1837 -0.5824 0.7773
N 0.0688 2.4802 -0.7296
O 2.3663 0.6382 -0.0815
H 1.5951 -1.6073 1.5491
H 2.7069 -2.1314 0.2405
H 1.0726 -2.4638 0.0942
H 1.6284 -0.7097 -1.3623
H -3.2774 -1.6038 0.7022
H -3.7533 0.0335 0.2589
H 2.1182 0.9703 0.8135
H 1.0339 2.4241 -0.9888
H -0.6179 3.1425 -1.1896

=====

# 2
The following is a DFT calculation (ωB97M-V/def2-TZVPD) of a 7-piece molecular cluster, C16H36Cl4FN4O4 overall at a distorted geometry.

ΔE to the lowest compared entry with this formula, charge and spin: 40.9 kcal/mol
LUMO: 0.094 Ha
charge: -1
E_HOMO: -7.03 eV
HOMO-LUMO gap: 0.352 Ha
E_tot: -84138.6264 eV
M: 509.3 g/mol

Cartesian coordinates (Å):
F -0.0092 -0.2615 -0.0037
C -3.6776 0.5444 -0.3518
C -3.5913 -0.2862 -1.6119
O -4.5784 -0.5611 -2.2515
N -2.3969 -0.8192 -1.8205
C -2.0982 -1.6595 -2.9935
H -4.6208 0.2924 0.1329
H -3.7901 1.5722 -0.6967
H -2.8538 0.3671 0.3396
H -1.6012 -0.6393 -1.2251
H -2.7100 -1.4463 -3.8700
H -2.4598 -2.6347 -2.6674
H -1.0337 -1.6939 -3.2257
C 3.0951 -2.0499 0.5739
C 2.6387 -2.9837 -0.5956
O 3.4323 -3.7396 -1.1637
N 1.3586 -2.8291 -1.0074
C 0.6729 -3.6044 -2.0140
H 2.9694 -2.5223 1.5481
H 2.5787 -1.0932 0.6530
H 4.1496 -1.8087 0.4398
H 0.9197 -1.9809 -0.6787
H 0.8463 -4.6556 -1.7838
H 1.0680 -3.4558 -3.0189
H -0.3935 -3.4681 -1.8342
C 1.3425 -0.1076 3.2136
C 0.4803 1.0822 3.2498
O 0.6424 1.8030 4.2106
N -0.3936 1.3286 2.3153
C -1.4164 2.4102 2.3888
H 2.2521 0.1618 2.6768
H 0.8453 -0.9299 2.6990
H 1.5277 -0.5736 4.1814
H -0.2944 0.7786 1.4741
H -1.1631 3.3049 2.9576
H -2.3277 2.0267 2.8478
H -1.6276 2.6382 1.3441
C -0.6164 3.0633 -1.5846
C 0.4028 2.4425 -2.5374
O 0.6925 2.9758 -3.5876
N 0.9537 1.2873 -2.1524
C 2.0362 0.6387 -2.7702
H -1.5284 3.2183 -2.1611
H -0.1963 4.0116 -1.2494
H -0.7116 2.3931 -0.7302
H 0.6853 0.7885 -1.3162
H 2.8139 1.3144 -3.1261
H 1.6545 0.1855 -3.6850
H 2.5377 -0.0014 -2.0443
Cl -2.1969 -2.3953 3.9447
C -2.3595 -1.8080 2.2315
C -1.6560 -2.8417 1.2879
Cl -2.6478 -4.1921 1.3785
H -1.8292 -0.8612 2.1296
H -3.3868 -1.5508 1.9736
H -0.6837 -3.1502 1.6718
H -1.4633 -2.5627 0.2520
Cl 2.9986 4.9867 0.8225
C 1.9971 3.6325 1.2350
C 2.6895 2.3709 0.6642
Cl 4.2592 1.9923 1.4717
H 0.9891 3.8336 0.8723
H 1.8303 3.7012 2.3100
H 2.9113 2.5268 -0.3916
H 2.0422 1.4938 0.6585

=====

# 3
The following is a DFT calculation (ωB97M-V/def2-TZVPD) of C4H4Br2O as an isolated structure at a distorted geometry.

ΔE to the lowest compared entry with this formula, charge and spin: 136.7 kcal/mol
LUMO (alpha / beta): -0.058 / -0.058 Ha
E_HOMO (alpha / beta): -9.64 / -9.64 eV
HOMO-LUMO gap (alpha / beta): 0.296 / 0.296 Ha
E_tot: -146337.9244 eV
M: 227.9 g/mol

Cartesian coordinates (Å):
C -1.4142 -0.3734 1.6432
C -0.7050 0.1331 0.6757
C -0.1902 -1.1724 1.0631
C 0.6767 1.0728 -1.5398
O -0.1357 1.7356 -0.5906
Br 1.4806 -1.1000 2.0747
Br -0.2762 -2.5065 -0.2153
H -2.2356 -0.5884 2.2478
H 0.0320 0.5860 -2.4525
H 1.4699 0.3266 -1.0095
H 1.2976 1.8867 -1.8967

=====

# 4
The following is a DFT calculation (ωB97M-V/def2-TZVPD) of C23H20N2O6S2Ta as an isolated structure at a distorted geometry.

ΔE to the lowest compared entry with this formula, charge and spin: 25.0 kcal/mol
LUMO: -0.136 Ha
charge: +1
E_HOMO: -11.11 eV
HOMO-LUMO gap: 0.272 Ha
E_tot: -62660.6296 eV
M: 665.5 g/mol

Cartesian coordinates (Å):
Ta -0.0528 0.1779 0.2362
O 3.8526 -1.6817 -0.5706
C 4.1823 -1.9917 0.7161
C 5.2489 -2.8673 0.8741
C 5.6139 -3.2948 2.1349
C 4.9195 -2.8595 3.2633
C 3.8659 -1.9871 3.1114
C 3.4785 -1.5340 1.8418
C 2.3325 -0.6164 1.7337
O 1.9593 -0.1492 0.5143
N 1.6669 -0.2780 2.7854
N 0.6228 0.5496 2.3804
C 0.2358 1.4483 3.2015
C -0.6077 2.5736 2.8239
C -0.9722 3.5232 3.7812
C -1.5931 4.6960 3.4036
C -1.8379 4.9461 2.0539
C -1.4862 4.0210 1.0865
C -0.8950 2.8456 1.4889
O -0.5641 1.8966 0.5633
H 3.1998 -0.9735 -0.5648
H 5.7822 -3.1921 -0.0119
H 6.4523 -3.9733 2.2447
H 5.2072 -3.2004 4.2507
H 3.3165 -1.6276 3.9719
H 0.6638 1.4271 4.2014
H -0.7509 3.3268 4.8254
H -1.8736 5.4269 4.1515
H -2.3100 5.8731 1.7541
H -1.6838 4.1792 0.0326
O -2.5200 1.8057 -1.6613
C -2.4519 0.7121 -1.2016
O -1.2553 -0.0134 -1.1920
C -3.5607 -0.0231 -0.5531
C -4.8213 0.0359 -1.1383
C -5.8934 -0.6085 -0.5504
C -5.7060 -1.2902 0.6452
C -4.4565 -1.3393 1.2435
C -3.3629 -0.7199 0.6451
S -1.8371 -0.8371 1.5784
H -4.9413 0.5923 -2.0604
H -6.8719 -0.5716 -1.0141
H -6.5434 -1.7816 1.1247
H -4.3229 -1.8582 2.1873
C -0.2901 -4.2986 0.1913
S 1.0320 -3.1506 -0.0927
C 1.6247 -3.7439 -1.6479
O 0.2957 -1.8548 -0.4697
H -0.9117 -4.3391 -0.7045
H -0.8584 -3.9099 1.0349
H 0.1386 -5.2736 0.4345
H 1.8901 -4.7959 -1.5193
H 2.5092 -3.1602 -1.9041
H 0.8288 -3.6186 -2.3827

=====

# 5
The following is a DFT calculation (ωB97M-V/def2-TZVPD) of C13H7BrF8N4O9S3 as an isolated structure at a distorted geometry.

LUMO: -0.155 Ha
E_HOMO: -8.80 eV
HOMO-LUMO gap: 0.168 Ha
E_tot: -162257.0569 eV
M: 691.3 g/mol

Cartesian coordinates (Å):
C 2.6452 0.9961 1.8073
C 1.2983 1.7178 2.3063
O 0.6067 2.5011 1.2549
N -0.6394 1.9522 1.1856
C -0.8414 1.0163 0.0828
Br 0.6126 0.6425 -1.2334
C -2.2021 0.2798 -0.1600
C -3.3855 0.5419 0.8525
C -4.7837 -0.1853 0.6310
O -4.9708 -0.8485 -0.4339
O -5.8993 -0.1226 1.5269
C -3.0756 1.5721 2.0181
N -4.1730 1.8468 3.0090
C -4.0774 0.8082 3.8320
S -3.9740 -0.5997 4.7215
C -1.6989 2.2869 2.1558
N -1.3321 3.2862 3.1761
C -1.6407 2.8463 4.5506
O -0.8087 2.1609 5.1940
F -2.8407 3.1903 5.2597
C -1.9084 4.6147 2.8513
O -3.0779 4.8157 2.4804
F -1.0191 5.7333 2.9462
H 3.0392 0.3978 2.7216
H 2.4661 0.2186 0.9847
H 3.4981 1.7362 1.5482
H 1.5060 2.4532 3.1703
H 0.6321 0.8814 2.7549
H -2.2858 -0.4104 -1.0671
H -6.1731 0.8150 1.6633
C 3.1236 -0.5903 -4.4472
F 2.8030 0.6512 -4.0135
F 2.6827 -0.6784 -5.7221
F 4.4731 -0.6363 -4.5186
S 2.4420 -1.9106 -3.3866
O 0.9996 -1.7203 -3.4502
O 3.0319 -1.6675 -2.0786
N 3.0254 -3.1304 -4.2064
S 2.6484 -4.5400 -3.5795
O 1.2536 -4.9332 -3.6718
O 3.2982 -4.8799 -2.3258
C 3.4983 -5.5654 -4.8291
F 4.8256 -5.3072 -4.8869
F 3.0237 -5.3482 -6.0785
F 3.3740 -6.8881 -4.5961

=====

# 6
The following is a DFT calculation (ωB97M-V/def2-TZVPD) of the molecule C5H8S at a distorted geometry.

ΔE to the lowest compared entry with this formula, charge and spin: 76.9 kcal/mol
LUMO (alpha / beta): 0.003 / -0.006 Ha
E_HOMO (alpha / beta): -7.81 / -7.57 eV
HOMO-LUMO gap (alpha / beta): 0.290 / 0.272 Ha
E_tot: -16146.3017 eV
M: 100.2 g/mol

Cartesian coordinates (Å):
C -0.8881 -0.6829 0.5773
C 0.2945 -1.1353 0.9167
C -1.2490 0.8486 -1.8587
C 0.7698 -1.2721 2.3263
C 0.0193 1.5961 -1.7111
S -1.6824 -0.4747 -0.9126
H 1.0041 -1.4982 0.1723
H -2.0296 1.1975 -2.5082
H 1.7414 -0.7902 2.4395
H 0.8978 -2.3268 2.5619
H 0.0620 -0.8350 3.0236
H 0.5330 1.2999 -0.7959
H -0.1611 2.6712 -1.6767
H 0.6881 1.4018 -2.5544

=====

The lowest M belongs to which entry?
C5H8S